The following is a DFT calculation (ωB97M-V with the def2-TZVPD basis set) of a 2-piece molecular cluster, C5H14NO2 overall.

## Properties
- HOMO energy (Ha) = -0.117
- calculated total energy (eV) = -10996.4525
- charge = -1
- ΔE to the lowest compared entry with this formula, charge and spin (kcal/mol) = 26.6

Each line ends with the Mulliken charge.
Atoms and positions in Å:
C 0.736 0.425 1.219  -1.02
O 0.994 1.560 1.923  -0.91
C -0.639 0.607 0.416  0.50
C -1.168 -0.632 -0.318  -1.06
C -0.242 -1.832 -0.586  -0.13
C 0.351 -1.892 -1.994  -1.38
N -1.656 0.998 1.410  -0.80
H 0.423 -0.440 1.882  0.43
H 1.513 0.240 0.455  0.14
H -0.575 1.419 -0.330  0.43
H -1.666 -0.308 -1.244  0.40
H -1.959 -1.168 0.243  0.18
H -0.486 -2.827 -0.229  0.42
H 0.712 -1.597 -0.050  0.12
H -0.398 -2.178 -2.739  0.37
H 1.300 -2.410 -2.033  0.37
H 0.495 -0.890 -2.432  0.33
H -1.305 0.612 2.286  0.34
H -1.617 1.991 1.597  0.30
H 1.086 2.737 0.610  0.40
H 2.335 2.407 -0.079  0.30
O 1.766 3.178 -0.008  -0.70

The following is a DFT calculation (ωB97M-V with the def2-TZVPD basis set) of a 8-piece molecular cluster, C12H43N3O8 overall.

## Properties
- SMILES = COC[C@H](C)N.COC[C@H](C)N.COC[C@H](C)N.O.O.O.O.O
- HOMO energy (Ha) = -0.337
- calculated total energy (eV) = -33989.3485
- charge = 0
- ΔE to the lowest compared entry with this formula, charge and spin (kcal/mol) = 54.5

Each line ends with the Mulliken charge.
Atoms and positions in Å:
C 1.652 4.451 2.448  -0.95
O 1.415 3.368 1.554  -0.33
C 0.189 3.581 0.864  -1.06
C -0.409 2.325 0.053  0.50
C -0.593 1.024 0.852  -1.41
N 0.457 2.005 -1.053  -0.41
H 0.888 4.319 3.215  0.37
H 1.658 5.430 1.969  0.33
H 2.597 4.244 2.950  0.26
H -0.527 3.982 1.581  0.62
H 0.405 4.404 0.183  0.42
H -1.366 2.651 -0.354  0.44
H -1.342 1.354 1.572  0.47
H 0.313 0.644 1.325  0.24
H -1.098 0.232 0.298  0.32
H 1.234 1.528 -0.619  -0.26
H 0.943 2.780 -1.480  0.36
C 2.231 -0.833 -0.398  -0.77
O 2.737 0.360 0.115  -0.28
C 3.958 0.693 -0.552  -0.74
C 4.582 2.077 -0.087  0.30
C 5.144 1.985 1.364  -1.42
N 3.629 3.191 -0.109  -0.55
H 2.066 -0.864 -1.475  0.32
H 1.264 -1.004 0.076  0.04
H 2.894 -1.653 -0.121  0.43
H 4.668 -0.095 -0.303  0.44
H 3.704 0.718 -1.611  0.33
H 5.360 2.318 -0.811  0.46
H 5.774 2.857 1.537  0.37
H 5.746 1.082 1.467  0.42
H 4.373 1.918 2.132  0.25
H 3.241 3.335 -1.030  0.32
H 2.851 2.866 0.446  0.08
C -2.257 -2.958 -0.087  -0.56
O -3.320 -2.997 0.892  -0.35
C -2.943 -3.344 2.220  -0.93
C -4.186 -3.348 3.116  0.65
C -3.916 -3.772 4.473  -1.31
N -5.103 -4.319 2.587  -0.85
H -1.429 -2.443 0.399  0.05
H -2.462 -2.164 -0.805  0.30
H -1.895 -3.931 -0.420  0.36
H -2.347 -4.255 2.273  0.37
H -2.206 -2.646 2.618  0.34
H -4.612 -2.346 3.054  0.32
H -4.856 -3.906 5.009  0.32
H -3.446 -2.893 4.914  0.37
H -3.199 -4.580 4.613  0.32
H -5.982 -3.891 2.839  0.28
H -5.048 -4.162 1.591  0.31
O 0.222 -2.886 -2.894  -0.63
H 1.157 -2.865 -3.100  0.32
H 0.050 -2.043 -2.475  0.30
O -2.078 0.556 -5.042  -0.68
H -1.154 0.485 -4.803  0.42
H -2.089 0.460 -5.994  0.27
O -3.164 -0.302 -2.697  -0.74
H -3.049 0.040 -3.584  0.41
H -2.280 -0.320 -2.330  0.33
O -0.577 -0.299 -2.207  -0.46
H -0.271 0.496 -1.771  0.44
H -0.148 -0.285 -3.062  0.25
O 0.530 -0.501 -4.868  -0.67
H -0.009 -1.048 -5.438  0.31
H 1.425 -0.806 -5.018  0.23

The following is a DFT calculation (ωB97M-V with the def2-TZVPD basis set) of a 2-piece molecular cluster, H4O2 overall.

## Properties
- SMILES = O.O
- HOMO energy (Ha) = -0.403
- calculated total energy (eV) = -4159.7594
- charge = 0
- ΔE to the lowest compared entry with this formula, charge and spin (kcal/mol) = 4.1

Each line ends with the Mulliken charge.
Atoms and positions in Å:
O -1.663 0.048 -0.130  -0.64
H -0.734 0.149 -0.054  0.37
H -1.866 -0.706 0.431  0.31
O 1.136 -0.121 -0.005  -0.71
H 1.944 -0.164 -0.600  0.33
H 1.183 0.794 0.357  0.34

The following is a DFT calculation (ωB97M-V with the def2-TZVPD basis set) of a 7-piece molecular cluster, C45H51Cl6N4O3 overall.

## Properties
- <S²> = 0.766
- HOMO energy (alpha / beta) (Ha) = -0.380 / -0.380
- calculated total energy (eV) = -134708.6815
- charge = +2
- spin multiplicity = 2

Each line ends with the Mulliken spin population.
Atoms and positions in Å:
C -2.076 2.503 2.868  -0.01
N -2.032 1.257 3.659  0.06
C -3.147 0.871 4.294  -0.02
C -3.210 -0.429 4.970  0.07
C -2.084 -1.248 4.845  0.01
C -1.038 -0.807 4.226  0.05
C -1.003 0.424 3.697  0.00
C -1.961 -2.662 5.539  0.22
C -2.859 -2.880 6.598  0.04
C -2.911 -4.137 7.166  0.12
N -2.074 -5.103 6.750  0.21
C -1.063 -4.936 5.844  0.14
C -1.045 -3.673 5.210  0.00
C -2.203 -6.402 7.526  0.00
H -2.898 3.191 3.063  0.00
H -2.062 2.288 1.799  0.00
H -1.072 2.918 2.954  0.00
H -3.989 1.532 4.149  0.00
H -4.107 -0.865 5.386  0.01
H -0.120 -1.373 4.288  0.01
H -0.132 0.695 3.119  0.00
H -3.468 -2.101 7.031  0.02
H -3.479 -4.359 8.057  0.02
H -0.435 -5.800 5.676  0.02
H -0.226 -3.499 4.528  0.02
H -1.658 -6.220 8.452  -0.01
H -1.705 -7.203 6.979  0.00
H -3.231 -6.763 7.530  0.00
C -6.901 -6.499 2.114  0.00
N -5.610 -5.803 1.908  0.00
C -5.371 -5.273 0.675  0.00
C -4.180 -4.643 0.400  0.00
C -3.173 -4.634 1.386  0.01
C -3.417 -5.241 2.579  -0.02
C -4.677 -5.896 2.888  0.01
C -1.911 -3.922 1.087  -0.01
C -1.862 -2.645 0.424  0.00
C -0.618 -2.027 0.267  0.00
N 0.475 -2.556 0.799  0.00
C 0.399 -3.699 1.507  -0.01
C -0.719 -4.439 1.581  0.01
C 1.869 -2.008 0.310  0.00
H -7.164 -6.887 1.130  0.00
H -7.508 -5.766 2.645  0.00
H -6.615 -7.323 2.767  0.00
H -6.018 -5.516 -0.155  0.00
H -4.024 -4.194 -0.570  0.00
H -2.591 -5.267 3.273  0.01
H -4.957 -6.423 3.788  0.00
H -2.857 -2.297 0.189  0.00
H -0.511 -1.088 -0.257  0.00
H 1.336 -4.120 1.842  0.00
H -0.738 -5.424 2.024  0.00
H 2.021 -1.062 0.830  0.00
H 1.843 -1.742 -0.747  0.00
H 2.558 -2.756 0.701  0.00
C 0.393 2.437 0.197  0.00
O 0.624 1.163 0.772  0.00
H 0.192 3.270 0.871  0.00
H 1.172 2.799 -0.474  0.00
H -0.460 2.407 -0.481  0.00
Cl -2.180 5.248 -1.652  0.00
C -1.560 5.859 -0.022  0.00
C -1.605 7.309 0.199  0.00
Cl -3.252 7.911 0.578  0.00
H -0.551 5.457 0.069  0.00
H -2.092 5.287 0.739  0.00
H -1.245 7.830 -0.688  0.00
H -0.802 7.614 0.871  0.00
Cl 4.701 7.627 0.247  0.00
C 4.709 5.836 0.187  0.00
C 3.308 5.330 -0.034  0.00
Cl 1.955 6.114 0.831  0.00
H 5.056 5.578 1.187  0.00
H 5.300 5.583 -0.694  0.00
H 3.111 4.272 0.136  0.00
H 3.128 5.450 -1.102  0.00
Cl -2.905 3.164 -4.210  0.00
C -2.192 1.945 -3.292  0.00
C -1.601 0.882 -4.153  0.00
Cl -0.640 -0.262 -3.135  0.00
H -2.901 1.433 -2.640  0.00
H -1.490 2.438 -2.620  0.00
H -0.853 1.157 -4.896  0.00
H -2.287 0.156 -4.589  0.00
C 3.101 3.469 -3.477  0.00
C 2.154 3.364 -4.454  0.00
C 2.503 2.869 -5.681  0.00
C 3.800 2.418 -5.994  0.00
C 4.799 2.540 -4.976  0.00
C 4.404 3.047 -3.719  0.00
C 6.326 2.196 -5.298  0.00
O 7.243 2.365 -4.478  0.00
C 6.551 1.745 -6.698  0.00
C 7.822 1.480 -7.174  0.00
C 8.045 1.037 -8.418  0.00
C 7.055 0.900 -9.349  0.00
C 5.722 1.235 -9.012  0.00
C 5.481 1.667 -7.657  0.00
C 4.141 2.079 -7.376  0.00
O 3.216 2.034 -8.192  0.00
H 2.772 3.827 -2.513  0.00
H 1.138 3.695 -4.302  0.00
H 1.741 2.884 -6.446  0.00
H 5.256 3.229 -3.081  0.00
H 8.627 1.654 -6.475  0.00
H 9.050 1.009 -8.811  0.00
H 7.229 0.738 -10.402  0.00
H 4.998 1.155 -9.809  0.00

The following is a DFT calculation (ωB97M-V with the def2-TZVPD basis set) of a 2-piece molecular cluster, C11H18NO2 overall.

## Properties
- HOMO energy (Ha) = -0.445
- calculated total energy (eV) = -17274.0091
- charge = +1
- ΔE to the lowest compared entry with this formula, charge and spin (kcal/mol) = 73.2

Each line ends with the Mulliken charge.
Atoms and positions in Å:
C 3.411 0.939 2.636  -0.38
C 3.643 -0.060 1.696  -0.28
C 2.441 1.914 2.473  -0.62
C 2.922 -0.186 0.592  -0.56
C 1.733 2.002 1.156  -0.46
C 1.805 0.807 0.268  0.43
C -3.612 -0.888 -2.222  -1.36
C 0.263 -2.055 -0.343  -1.18
C -1.691 1.101 -0.919  -0.70
C -2.866 -0.999 -0.990  -0.22
C -0.690 -0.925 -0.011  0.45
N -1.637 -0.279 -1.074  0.17
O -1.013 -0.666 1.072  -0.45
O 0.925 0.674 -0.652  -0.74
H 3.892 0.903 3.535  0.46
H 4.245 -0.851 2.065  0.36
H 2.418 2.761 3.146  0.39
H 3.222 -0.896 -0.109  0.63
H 2.577 2.651 0.593  0.32
H -4.574 -1.322 -2.115  0.41
H -3.629 0.120 -2.390  0.42
H -3.382 -1.436 -3.145  0.37
H -0.447 -2.998 -0.230  0.34
H 1.000 -2.136 0.414  0.43
H 0.722 -2.132 -1.320  0.38
H -0.674 1.572 -0.817  0.19
H -2.159 1.686 -1.640  0.44
H -2.392 1.403 -0.051  0.35
H -2.701 -2.061 -0.675  0.33
H -3.479 -0.445 -0.292  0.25
H -1.135 -0.723 -1.823  0.36
H 0.865 2.525 1.172  0.47

The following is a DFT calculation (ωB97M-V with the def2-TZVPD basis set) of C5H8Cl3O as an isolated structure.

## Properties
- HOMO energy (Ha) = -0.539
- calculated total energy (eV) = -44918.4352
- charge = +1
- ΔE to the lowest compared entry with this formula, charge and spin (kcal/mol) = 31.4

Each line ends with the Mulliken charge.
Atoms and positions in Å:
C 1.163 0.684 -0.344  -0.48
C 1.282 -0.744 0.254  -0.80
C -0.083 1.418 0.384  -0.81
C 0.171 -1.723 -0.214  -0.36
C -1.432 1.166 0.020  0.68
O -0.937 -1.043 0.413  -0.33
Cl -1.831 1.109 -1.555  0.08
Cl -2.767 1.499 0.979  0.06
Cl -2.443 -1.738 -0.045  0.02
H 2.119 1.341 -0.236  0.33
H 1.099 0.603 -1.425  0.38
H 2.154 -1.052 -0.182  0.41
H 1.203 -0.698 1.289  0.38
H 0.025 1.229 1.478  0.36
H 0.008 2.576 0.230  0.34
H 0.066 -1.887 -1.251  0.41
H 0.204 -2.740 0.202  0.33